Below is a cluster of 3 separate species, C7H12O in total in a non-equilibrium geometry, with properties calculated with the ωB97M-V functional and the def2-TZVPD basis.

- HOMO: -8.858 eV
- ΔE to the lowest compared entry with this formula, charge and spin: 7.080 eV
- LUMO energy: 0.50 eV
- Kohn-Sham gap: 9.361 eV

Last columns: bonded neighbours and bond lengths (Å).
Element x y z (Å)
1 C -0.25 1.38 2.23  C2 1.536, H8 1.116, H9 1.064, H10 1.169
2 C -0.42 0.73 0.85  C1 1.536, C3 1.565, C7 1.627, H11 1.030
3 C 0.65 1.28 -0.15  C2 1.565, C4 1.591, H12 1.135, H13 1.154
4 C 0.28 0.79 -1.62  C3 1.591, C5 1.473, H14 1.041, H15 1.066
5 C 0.82 -0.50 -2.07  C4 1.473, C6 1.485
6 C 0.04 -1.71 -1.70  C5 1.485, H18 1.152
7 C -0.15 -0.88 0.86  C2 1.627, H19 1.177, O20 1.228
8 H -0.54 2.42 1.97  C1 1.116
9 H -0.80 0.98 3.05  C1 1.064
10 H 0.87 1.30 2.57  C1 1.169
11 H -1.38 0.80 0.47  C2 1.030
12 H 0.83 2.40 -0.20  C3 1.135
13 H 1.73 1.06 0.17  C3 1.154
14 H -0.74 0.91 -1.80  C4 1.041
15 H 0.77 1.47 -2.27  C4 1.066
16 H 2.11 -0.48 -2.84  no bonds
17 H -1.19 -1.71 -0.65  no bonds
18 H 0.60 -2.69 -1.92  C6 1.152
19 H 0.87 -1.22 0.39  C7 1.177
20 O -1.12 -1.46 1.33  C7 1.228

List of natural (NBO) charges in e, atom by atom: -0.6005 -0.3148 -0.4036 -0.5162 -0.1812 -0.4697 0.4461 0.2175 0.2250 0.2032 0.2122 0.2192 0.2108 0.2218 0.2162 0.2256 0.2748 0.2098 0.1804 -0.5764

***

Below is a cluster of 3 separate species, C7H12O in total in a non-equilibrium geometry, with properties calculated with the ωB97M-V functional and the def2-TZVPD basis.

- HOMO (alpha / beta): -6.682 / -6.686 eV
- ΔE to the lowest compared entry with this formula, charge and spin: 5.778 eV
- LUMO energy (alpha / beta): 0.96 / 0.96 eV
- Kohn-Sham gap (alpha / beta): 7.640 / 7.644 eV

Last columns: bonded neighbours and bond lengths (Å).
Element x y z (Å)
1 C 0.10 0.22 0.76  C3 1.505, C5 1.358, H9 1.087
2 C -1.73 -0.03 -0.34  C4 1.501, H11 1.086, H12 1.087
3 C 0.09 1.61 1.34  C1 1.505, H13 1.088, H14 1.091, H15 1.092
4 C -1.99 -1.46 -0.74  C2 1.501, H18 1.093, H19 1.098, H20 1.091
5 C 0.76 -0.07 -0.39  C1 1.358, C7 1.301
6 C 2.69 -0.22 0.73  O8 1.198, H10 1.134
7 C 1.09 -0.09 -1.65  C5 1.301, H16 1.086, H17 1.081
8 O 3.62 -0.40 0.00  C6 1.198
9 H -0.02 -0.59 1.47  C1 1.087
10 H 2.87 -0.08 1.84  C6 1.134
11 H -1.72 0.69 -1.15  C2 1.086
12 H -2.33 0.33 0.49  C2 1.087
13 H 0.25 2.36 0.57  C3 1.088
14 H -0.86 1.81 1.83  C3 1.091
15 H 0.88 1.71 2.09  C3 1.092
16 H 2.14 -0.21 -1.90  C7 1.086
17 H 0.36 -0.08 -2.45  C7 1.081
18 H -1.84 -2.14 0.10  C4 1.093
19 H -3.03 -1.60 -1.07  C4 1.098
20 H -1.35 -1.78 -1.55  C4 1.091

List of natural (NBO) charges in e, atom by atom: -0.2048 -0.3910 -0.6277 -0.6535 0.1078 0.3064 -0.4693 -0.5525 0.2297 0.0963 0.1894 0.1906 0.2246 0.2244 0.2214 0.2524 0.2193 0.2090 0.2180 0.2094

***

Below is a cluster of 2 separate species, C7H12O2 in total in a non-equilibrium geometry, with properties calculated with the ωB97M-V functional and the def2-TZVPD basis.

- SMILES: C#C[C@H](C)O.CC(C)=O
- HOMO: -9.693 eV
- ΔE to the lowest compared entry with this formula, charge and spin: 2.311 eV
- LUMO energy: 0.73 eV
- Kohn-Sham gap: 10.427 eV

Last columns: bonded neighbours and bond lengths (Å).
Element x y z (Å)
1 C 1.09 1.42 -0.12  C2 1.530, O3 1.389, C4 1.511, H7 1.108
2 C 1.13 2.92 0.17  C1 1.530, H8 1.088, H9 1.087, H10 1.089
3 O 1.08 1.21 -1.50  C1 1.389, H6 1.022
4 C -0.10 0.83 0.59  C1 1.511, C5 1.203
5 C -1.00 0.73 1.38  C4 1.203, H11 1.054
6 H 0.52 0.40 -1.74  O3 1.022
7 H 1.97 0.92 0.34  C1 1.108
8 H 1.19 3.10 1.24  C2 1.088
9 H 0.23 3.39 -0.23  C2 1.087
10 H 2.00 3.35 -0.33  C2 1.089
11 H -1.85 0.58 2.00  C5 1.054
12 C -1.91 -1.83 -0.14  C14 1.507, H16 1.091, H17 1.086, H21 1.086
13 C 0.62 -2.08 0.07  C14 1.510, H18 1.087, H19 1.088, H20 1.093
14 C -0.54 -1.41 -0.62  C12 1.507, C13 1.510, O15 1.232
15 O -0.41 -0.90 -1.73  C14 1.232
16 H -2.18 -2.75 -0.65  C12 1.091
17 H -1.90 -2.03 0.93  C12 1.086
18 H 0.63 -1.82 1.12  C13 1.087
19 H 1.56 -1.78 -0.38  C13 1.088
20 H 0.51 -3.17 -0.01  C13 1.093
21 H -2.64 -1.07 -0.39  C12 1.086

List of natural (NBO) charges in e, atom by atom: 0.0431 -0.5993 -0.7416 -0.0282 -0.2520 0.5055 0.1713 0.2090 0.2166 0.2192 0.2371 -0.7241 -0.7344 0.6651 -0.6103 0.2455 0.2195 0.2373 0.2368 0.2412 0.2425

***

Below is the molecule C7H12O2 in a non-equilibrium geometry, with properties calculated with the ωB97M-V functional and the def2-TZVPD basis.

- SMILES: C#C[C@H](C)CC(C)(O)O
- HOMO: -9.766 eV
- ΔE to the lowest compared entry with this formula, charge and spin: 3.073 eV
- LUMO energy: 0.70 eV
- Kohn-Sham gap: 10.461 eV

Last columns: bonded neighbours and bond lengths (Å).
Element x y z (Å)
1 C 1.46 0.35 -0.24  C3 1.724, C4 1.522, O6 1.390, O7 1.404
2 C -0.98 -0.53 -0.34  C3 1.475, C5 1.511, C8 1.725, H12 1.093
3 C -0.22 0.74 -0.30  C1 1.724, C2 1.475, H13 1.092, H14 1.092
4 C 1.98 0.88 1.09  C1 1.522, H15 1.094, H16 1.096, H17 1.091
5 C -1.04 -1.35 0.93  C2 1.511, H18 1.094, H19 1.095, H20 1.093
6 O 1.76 -1.00 -0.34  C1 1.390, H10 0.969
7 O 2.13 1.02 -1.28  C1 1.404, H11 0.967
8 C -2.55 0.11 -0.65  C2 1.725, C9 1.210
9 C -3.66 -0.11 -1.10  C8 1.210, H21 1.070
10 H 2.67 -1.13 -0.67  O6 0.969
11 H 1.51 1.40 -1.91  O7 0.967
12 H -0.74 -1.14 -1.21  C2 1.093
13 H -0.49 1.39 0.53  C3 1.092
14 H -0.35 1.32 -1.22  C3 1.092
15 H 1.75 1.95 1.20  C4 1.094
16 H 3.07 0.77 1.14  C4 1.096
17 H 1.54 0.35 1.93  C4 1.091
18 H -0.15 -1.97 1.05  C5 1.094
19 H -1.88 -2.05 0.90  C5 1.095
20 H -1.13 -0.72 1.82  C5 1.093
21 H -4.69 -0.28 -1.33  C9 1.070

List of natural (NBO) charges in e, atom by atom: 0.5267 -0.1880 -0.4189 -0.6478 -0.6284 -0.7485 -0.7416 -0.0514 -0.2756 0.4924 0.4802 0.2380 0.2195 0.2041 0.2098 0.2109 0.2132 0.2361 0.2264 0.2087 0.2343